Record 1
The following is a DFT calculation (wB97M-V/def2-TZVPD) of 16 unconnected molecules or ions with the total composition C58H105ClF24N18O4P4 in a non-equilibrium geometry.

XYZ file:
```
214
C58H105ClF24N18O4P4, DFT wB97M-V/def2-TZVPD
C -23.192 26.879 8.774
C -24.134 27.234 9.926
N -25.086 26.185 10.275
C -25.574 25.976 11.539
C -26.373 24.876 11.464
N -26.461 24.399 10.204
C -25.650 25.260 9.465
C -27.350 23.290 9.722
H -22.779 25.873 8.701
H -22.493 27.701 8.616
H -23.772 26.993 7.859
H -24.624 28.160 9.624
H -23.577 27.412 10.846
H -25.273 26.556 12.399
H -26.877 24.287 12.216
H -25.538 25.285 8.391
H -26.725 22.464 10.062
H -27.506 23.314 8.643
H -28.320 23.148 10.198
C -25.974 17.461 11.623
C -25.464 17.030 13.008
N -24.096 17.281 13.422
C -23.412 18.533 13.480
C -22.079 18.200 13.693
N -21.875 16.797 13.708
C -23.124 16.234 13.393
C -20.625 16.204 13.795
H -26.933 16.994 11.402
H -25.320 17.104 10.827
H -26.063 18.521 11.387
H -25.584 15.947 13.021
H -26.200 17.369 13.737
H -23.949 19.469 13.443
H -21.221 18.836 13.853
H -23.309 15.199 13.145
H -20.708 15.224 13.325
H -20.369 16.160 14.854
H -19.841 16.696 13.219
C -24.977 19.540 16.460
C -26.415 19.229 15.913
N -27.368 19.860 16.730
C -27.605 21.209 16.896
C -28.641 21.385 17.790
N -29.013 20.181 18.118
C -28.280 19.217 17.456
C -30.035 19.857 19.106
H -24.234 18.852 16.057
H -24.930 19.650 17.543
H -24.578 20.473 16.060
H -26.549 18.148 15.879
H -26.582 19.492 14.868
H -26.987 21.885 16.324
H -29.161 22.245 18.187
H -28.281 18.150 17.623
H -30.854 19.492 18.487
H -30.446 20.684 19.685
H -29.758 18.967 19.670
C -18.311 22.825 15.424
C -18.725 22.949 13.971
N -20.200 23.001 13.946
C -21.083 21.998 14.267
C -22.368 22.415 13.920
N -22.299 23.734 13.484
C -20.971 24.065 13.510
C -23.387 24.576 13.062
H -18.702 21.960 15.958
H -18.506 23.775 15.922
H -17.226 22.795 15.526
H -18.486 22.063 13.383
H -18.235 23.803 13.503
H -20.645 21.080 14.630
H -23.285 21.845 13.901
H -20.604 24.956 13.023
H -24.151 23.948 12.603
H -23.111 25.373 12.372
H -23.843 25.020 13.947
C -14.507 25.354 11.892
C -15.325 24.073 12.131
N -15.259 22.990 11.183
C -14.087 22.357 10.701
C -14.447 21.356 9.836
N -15.843 21.257 9.893
C -16.292 22.351 10.616
C -16.643 20.231 9.377
H -13.452 25.120 11.750
H -14.866 26.161 12.530
H -14.707 25.776 10.907
H -16.334 24.474 12.218
H -15.088 23.673 13.117
H -13.177 22.756 11.124
H -13.924 20.660 9.197
H -17.324 22.484 10.904
H -16.782 19.360 10.018
H -16.200 19.904 8.436
H -17.620 20.628 9.100
C -15.026 23.989 17.798
C -14.145 23.016 18.541
N -13.200 23.579 19.417
C -13.603 24.215 20.573
C -12.496 24.491 21.336
N -11.461 24.149 20.508
C -11.876 23.562 19.298
C -10.074 24.385 20.932
H -15.676 23.482 17.085
H -14.521 24.618 17.064
H -15.718 24.670 18.293
H -13.519 22.537 17.788
H -14.772 22.248 18.994
H -14.664 24.294 20.757
H -12.302 25.015 22.260
H -11.251 23.243 18.478
H -9.873 24.720 21.950
H -9.450 24.918 20.214
H -9.669 23.374 20.890
C -15.166 18.961 13.062
C -16.322 19.786 13.718
N -16.304 19.557 15.215
C -15.447 20.193 16.068
C -15.531 19.626 17.359
N -16.456 18.604 17.233
C -16.939 18.581 15.934
C -16.816 17.595 18.282
H -15.138 19.039 11.975
H -15.060 17.889 13.229
H -14.251 19.374 13.486
H -17.319 19.466 13.414
H -16.267 20.862 13.557
H -14.853 21.023 15.715
H -15.006 19.785 18.289
H -17.663 17.910 15.496
H -17.480 18.014 19.039
H -15.875 17.232 18.696
H -17.406 16.805 17.815
C -25.127 23.001 18.506
C -24.233 22.934 17.226
N -23.121 23.855 17.339
C -21.733 23.602 17.372
C -20.987 24.808 17.172
N -21.922 25.789 17.059
C -23.192 25.227 17.164
C -21.593 27.155 16.720
H -24.658 22.617 19.412
H -26.038 22.416 18.381
H -25.472 24.009 18.734
H -24.861 23.198 16.375
H -23.845 21.941 17.001
H -21.271 22.627 17.416
H -19.944 25.063 17.053
H -24.154 25.710 17.070
H -22.210 27.456 15.873
H -20.545 27.264 16.441
H -21.917 27.717 17.595
C -22.192 19.816 5.430
C -21.375 21.101 5.613
N -21.470 21.499 7.033
C -20.365 21.808 7.787
C -20.801 21.897 9.115
N -22.154 21.685 9.125
C -22.569 21.424 7.791
C -23.089 21.803 10.256
H -23.255 20.041 5.503
H -21.890 19.166 6.252
H -21.987 19.355 4.463
H -21.721 21.971 5.054
H -20.356 20.839 5.330
H -19.366 21.923 7.392
H -20.292 22.267 9.993
H -23.593 21.334 7.461
H -23.007 22.809 10.668
H -22.813 20.917 10.828
H -24.155 21.751 10.037
C -18.546 22.964 19.218
C -17.942 23.375 20.569
O -18.684 23.446 21.559
O -16.679 23.373 20.618
H -19.548 22.536 19.250
H -17.975 22.186 18.711
H -18.477 23.858 18.597
C -16.095 26.273 15.317
C -17.507 26.427 15.822
O -17.706 26.494 17.023
O -18.407 26.372 14.936
H -15.948 26.869 14.417
H -15.899 25.211 15.170
H -15.377 26.549 16.090
Cl -25.817 21.410 12.901
P -21.058 19.261 17.908
F -20.108 19.936 16.833
F -19.766 18.265 18.120
F -20.427 20.340 18.936
F -21.980 18.553 19.102
F -22.231 20.294 17.439
F -21.536 18.090 16.825
P -18.935 25.327 10.254
F -18.986 24.376 8.865
F -18.760 26.695 9.334
F -20.615 25.563 10.161
F -18.876 26.200 11.625
F -19.174 24.006 11.148
F -17.285 25.122 10.170
P -23.273 29.221 13.306
F -23.819 30.787 13.441
F -24.748 28.858 12.639
F -22.628 29.610 11.807
F -22.787 27.642 13.229
F -21.838 29.747 13.909
F -23.842 28.911 14.791
P -27.316 25.675 15.642
F -26.679 25.440 17.093
F -26.050 26.709 15.364
F -26.430 24.455 14.936
F -27.971 26.148 14.262
F -28.560 24.603 15.866
F -28.089 26.842 16.361
```

Output
net charge: +1
2S+1: 2

Mulliken atomic charge list, values in e, 6 entries: C -1.729; C 0.672; N 0.390; C -1.307; C -0.496; N 0.419

---

Record 2
The following is a DFT calculation (wB97M-V/def2-TZVPD) of C6H7I in the gas phase in a non-equilibrium geometry.

XYZ file:
```
14
C6H7I, DFT wB97M-V/def2-TZVPD
C -1.100 1.295 0.753
C -0.229 0.506 -0.103
C -0.067 0.066 -1.638
C -0.198 -0.905 -0.523
C 0.572 -1.629 0.513
C 0.987 -0.145 0.554
I 3.010 0.253 0.005
H -1.464 2.164 0.086
H -0.492 1.615 1.644
H -2.080 0.843 1.168
H 0.975 0.202 -1.931
H -0.883 0.118 -2.357
H -0.156 -1.864 1.452
H 1.123 -2.519 0.377
```

Output
net charge: 0
SMILES: C[C@]12C[C@@]13C[C@]23I
energy above the lowest of the compared OMol25 structures with the same formula, charge and spin: 442.16 kJ/mol

Mulliken atomic charge list, values in e, 6 entries: C -1.275; C 0.963; C -0.555; C -0.067; C -0.472; C -0.367

---

Record 3
The following is a DFT calculation (wB97M-V/def2-TZVPD) of C16H25BN2O4 in the gas phase in a non-equilibrium geometry.

XYZ file:
```
48
C16H25BN2O4, DFT wB97M-V/def2-TZVPD
N -1.186 0.899 -1.874
C -0.135 0.021 -1.308
C 0.736 -0.407 -2.520
O 0.216 -1.065 -3.398
O 2.010 -0.043 -2.539
C 0.740 0.750 -0.227
C 0.601 0.067 1.131
N 0.342 1.054 2.191
C -0.930 1.793 1.953
C -0.760 3.238 2.089
C 0.462 3.845 2.219
C 0.484 5.250 2.404
C -0.609 6.023 2.627
C -1.802 5.394 2.554
C -1.884 4.070 2.163
C -0.564 -0.946 0.909
C -0.702 -1.229 -0.617
C -0.292 -2.531 -1.137
C 1.204 -2.853 -0.900
C 1.587 -3.984 -1.910
B 0.683 -5.279 -1.814
O -0.331 -5.492 -2.723
O 0.950 -6.217 -0.768
H -1.975 1.010 -1.131
H -1.518 0.470 -2.751
H 2.277 -0.180 -3.472
H 0.331 1.762 -0.174
H 1.811 0.785 -0.475
H 1.553 -0.489 1.282
H 0.298 0.487 3.086
H -1.754 1.454 2.590
H -1.263 1.598 1.002
H 1.312 3.153 2.312
H 1.454 5.662 2.437
H -0.422 7.049 2.898
H -2.654 5.948 2.925
H -2.825 3.542 2.055
H -1.453 -0.438 1.392
H -0.400 -1.876 1.504
H -1.788 -1.231 -0.867
H -0.888 -3.355 -0.649
H -0.493 -2.642 -2.216
H 1.887 -1.918 -0.984
H 1.369 -3.169 0.161
H 1.449 -3.552 -2.895
H 2.723 -4.149 -1.921
H -0.377 -5.211 -3.667
H 0.524 -7.066 -0.946
```

Output
net charge: 0
SMILES: N[C@@]1(C(=O)O)C[C@@H](NCc2ccccc2)C[C@@H]1CCCB(O)O
energy above the lowest of the compared OMol25 structures with the same formula, charge and spin: 153.76 kJ/mol

Mulliken atomic charge list, values in e, 6 entries: N -0.811; C 1.923; C -0.442; O -0.615; O -0.402; C -1.813

---

| no. | total energy (a.u.) |
| --- | --- |
| 1 | -7782.310448 |
| 2 | -530.297492 |
| 3 | -1060.063232 |